[1]
A molecular structure, C41H63N4O8PSTi at a distorted geometry, computed with wB97M-V/def2-TZVPD.

XYZ file:
```
119
Properties=species:S:1:pos:R:3:forces:R:3:mulliken_charge:R:1
Ti -0.872554 0.326408 1.143593 -0.950 -0.394 -0.043 0.524
C 1.499526 4.088885 4.181247 -0.324 -0.137 0.054 -1.950
C 1.264751 2.850671 3.306725 2.128 0.627 0.200 1.976
C 2.088536 1.619551 3.750751 0.239 0.773 0.381 -1.457
O 1.732311 3.182032 1.987960 -0.761 -0.618 0.247 -0.690
C -0.170337 2.411830 3.399310 -0.682 -1.800 -3.269 -0.139
O -0.829277 2.559396 4.374519 -1.018 0.690 2.218 -0.677
O -0.598586 1.719486 2.339402 0.526 2.388 2.330 0.338
H 2.522607 4.463518 4.137194 0.102 -0.233 -0.204 0.413
H 1.244003 3.896181 5.229045 -0.019 -0.078 -0.257 0.288
H 0.835060 4.873086 3.820146 -0.007 0.153 0.040 0.433
H 3.190079 1.833510 3.695834 -0.992 -0.186 -0.239 0.239
H 1.762956 0.805406 3.096384 0.428 -0.274 0.228 0.303
H 1.852004 1.428556 4.799404 -0.052 -0.407 -0.048 0.337
H 1.577827 2.346903 1.498802 -0.053 0.299 -0.379 0.196
C -4.892268 1.322648 2.942841 0.191 0.650 0.968 -1.551
C -4.698231 1.438875 1.426052 -0.304 -1.096 -0.252 2.045
C -6.078209 1.559968 0.740224 -0.016 0.248 -0.324 -1.696
C -3.785526 2.573465 1.055550 0.388 1.095 -0.014 0.707
C -4.123289 3.800348 1.605286 -1.258 0.378 0.808 -0.293
C -3.379975 4.943526 1.437160 0.159 0.731 -0.299 -1.549
C -2.265059 4.904125 0.607494 -0.973 -0.759 0.283 -0.718
C -1.955309 3.737392 -0.094952 -0.045 1.184 -0.237 0.374
C -0.993816 3.944839 -1.284942 -1.470 0.149 1.104 2.128
C -1.674784 4.799220 -2.377932 0.657 0.034 -0.649 -1.506
C 0.263743 4.613725 -0.861793 0.934 0.995 -0.421 -1.859
C -2.642236 2.548967 0.211154 -0.793 -0.694 0.353 0.062
N -2.116510 1.336164 -0.227846 0.610 -0.257 -0.954 1.626
C -2.542069 0.496644 -1.184564 -0.701 0.334 -0.232 -0.441
C -1.923018 0.316952 -2.461719 0.885 -0.374 -0.891 -0.651
N -0.634585 0.426173 -2.765092 -1.494 -0.014 1.116 0.581
C -0.057978 0.023382 -3.945959 0.758 -0.112 -0.476 0.572
C -0.027813 0.870053 -5.082812 0.165 0.017 0.413 -0.340
C 0.462366 0.366910 -6.272658 1.061 -0.690 -1.675 -0.360
C 1.028239 -0.914549 -6.376301 -0.299 0.186 0.548 -1.450
C 1.221419 -1.622324 -5.178948 -0.048 -0.562 -1.669 -0.182
C 0.737758 -1.183580 -3.980178 -1.331 0.871 0.235 -0.744
C 0.917353 -2.033429 -2.752482 -0.597 -0.171 -0.234 2.271
C 2.137100 -2.916367 -2.856604 1.888 -0.710 0.778 -1.844
C -0.303035 -2.938588 -2.511681 -1.072 0.221 0.207 -1.340
C -0.508826 2.309244 -5.002265 -1.224 -0.629 -0.844 2.830
C 0.399582 3.284391 -5.713148 0.008 0.278 -0.331 -1.783
C -1.932430 2.342176 -5.620953 -0.507 -0.464 0.741 -1.357
H -5.267681 0.333600 3.264726 0.200 0.412 -0.313 0.313
H -5.574093 2.107258 3.353910 0.149 -0.501 -0.455 0.394
H -3.937670 1.524796 3.464829 -0.309 -0.432 -0.272 0.295
H -4.289547 0.461596 1.103613 0.151 0.578 0.024 -1.131
H -6.651265 2.467848 1.071224 0.542 -0.698 -0.284 0.294
H -6.648334 0.663710 1.017907 -0.121 0.200 -0.121 0.469
H -5.970162 1.575974 -0.370955 -0.123 0.068 0.747 0.311
H -5.030936 3.899465 2.242423 0.669 -0.288 -0.511 0.073
H -3.752451 5.899753 1.839964 0.450 -0.525 0.076 0.281
H -1.673924 5.782446 0.506695 0.365 0.615 -0.372 0.344
H -0.747408 2.982662 -1.656968 0.118 -1.054 -0.549 -0.564
H -1.901554 5.828503 -2.071066 -0.019 -0.260 0.426 0.408
H -2.602352 4.359197 -2.746644 0.055 -0.115 -0.049 0.337
H -0.961797 4.943668 -3.229425 -0.511 -0.364 0.391 0.317
H 0.113796 5.699706 -0.738445 0.055 -0.282 0.324 0.370
H 0.960596 4.535334 -1.686883 0.444 0.001 -0.315 0.484
H 0.749577 4.182970 -0.000983 -0.073 -0.092 0.424 0.185
H -3.412442 -0.183019 -1.006412 0.095 0.720 -0.350 -0.221
H -2.705881 0.062437 -3.238928 0.913 -0.489 0.426 0.066
H 0.530737 0.953775 -7.216796 -0.487 -0.093 0.912 0.178
H 1.266323 -1.370882 -7.352828 0.106 0.463 0.618 0.306
H 1.671895 -2.617063 -5.224613 0.033 0.384 -0.011 0.235
H 0.994704 -1.324340 -1.930212 0.070 -0.109 0.413 -0.320
H 2.012175 -3.807254 -3.489723 -0.183 0.430 -0.266 0.357
H 2.406969 -3.392210 -1.890654 -0.373 0.503 -0.126 0.221
H 3.084065 -2.398761 -3.168644 -0.948 -0.230 0.075 0.400
H -0.435679 -3.752220 -3.234586 0.464 0.154 -0.252 0.332
H -1.267284 -2.393119 -2.545535 0.598 0.010 0.135 0.230
H -0.259305 -3.417611 -1.534620 0.127 0.071 0.192 0.379
H -0.622942 2.568393 -3.959677 0.105 0.087 0.352 -1.205
H 0.219937 3.211921 -6.797173 0.333 0.097 0.226 0.348
H 1.436547 3.080873 -5.483699 0.369 -0.115 -0.115 0.414
H 0.219443 4.320089 -5.411887 -0.239 -0.065 -0.013 0.414
H -2.028884 1.935144 -6.637708 0.533 0.261 0.076 0.315
H -2.415641 3.324331 -5.578676 0.189 0.017 -0.012 0.412
H -2.534786 1.651518 -5.011284 -0.084 0.310 -0.097 0.265
O 0.800943 0.440161 0.320086 0.939 -0.259 -0.605 -0.684
O 0.606348 -0.696342 1.226358 1.291 -1.009 -0.051 -0.443
C 7.573074 -3.295308 4.644296 -0.808 -0.436 1.195 -1.248
C 6.712537 -3.409260 3.422711 -0.894 0.557 -0.665 0.085
O 5.504911 -2.605440 3.684780 0.988 -1.067 -0.414 -0.378
P 4.300277 -2.592132 2.584369 -1.446 0.251 0.369 0.437
O 4.177262 -4.193557 2.237636 -0.439 -0.395 0.263 -0.333
C 2.899613 -4.889163 2.120243 0.766 -0.499 0.766 -0.027
C 3.159245 -6.329744 2.649407 0.460 -0.030 -0.604 -1.183
O 5.053605 -2.228917 1.213084 1.057 -0.124 -0.317 -0.342
C 5.110167 -0.947554 0.570656 -0.501 -0.030 -0.332 0.034
C 5.700999 0.165637 1.424200 0.528 0.415 0.111 -0.973
H 8.593533 -3.636943 4.512841 0.130 -0.010 -0.070 0.361
H 7.083691 -3.869363 5.449826 0.370 -0.290 -0.290 0.288
H 7.524178 -2.310317 5.093039 0.384 0.551 -0.494 0.325
H 6.410089 -4.453671 3.210995 0.162 0.526 0.160 0.189
H 7.168490 -3.001698 2.505514 0.043 -0.147 0.365 0.214
H 2.623729 -4.875382 1.072034 -0.127 -0.120 -0.158 0.094
H 2.095508 -4.405582 2.696972 0.410 0.057 -0.124 0.381
H 3.921583 -6.862679 2.030482 -0.429 0.589 0.358 0.248
H 2.291486 -6.994924 2.668465 -0.242 0.407 -0.177 0.387
H 3.538474 -6.302263 3.673238 0.027 0.210 -0.062 0.294
H 4.068979 -0.696084 0.312800 0.378 0.145 -0.217 0.145
H 5.695396 -1.173707 -0.349676 -0.404 0.525 0.580 0.232
H 5.063379 0.448969 2.246643 -0.625 -0.052 0.163 0.116
H 5.920262 1.105909 0.892778 -0.333 -0.478 -0.277 0.384
H 6.633096 -0.093376 1.913287 0.391 -0.481 -0.116 0.311
C -4.024408 -6.114843 2.146945 0.026 -0.162 -1.294 -1.091
C -3.985257 -4.720113 1.559989 0.261 1.836 0.184 0.821
C -4.801474 -4.268692 0.524518 -0.775 -1.743 0.094 -0.777
C -4.683612 -2.993087 0.047916 0.920 0.281 -0.671 -0.347
N -3.869239 -2.105213 0.565031 -0.248 -0.251 0.036 0.038
C -3.214730 -2.531323 1.651912 1.298 1.834 1.496 0.125
S -2.422644 -1.163740 2.583536 -0.346 -1.903 -0.547 -0.589
N -3.174852 -3.802426 2.109091 -0.036 -0.216 0.245 -0.630
H -3.134839 -6.705111 1.863613 -0.080 0.468 0.272 0.245
H -4.850542 -6.636140 1.638069 -0.007 0.020 0.578 0.303
H -4.119837 -6.103445 3.231569 -0.079 0.037 -0.118 0.288
H -5.534321 -4.903659 0.058725 -0.131 -0.403 -0.104 0.250
H -5.121288 -2.705756 -0.891470 -0.677 0.089 -0.192 0.479
```
Positions in Å, forces in eV/Å.

frontier orbital gap (spin up / spin down): 3.9811 / 6.2075 eV
2S+1: 3
charge: -2
max |F|: 3.8 eV Å⁻¹
E_LUMO (spin up / spin down): 4.0 / 4.0 eV
⟨S²⟩: 2.019
energy above the lowest of the compared OMol25 structures with the same formula, charge and spin: 0.0000 eV

---

[2]
C18H20N2O5 in the gas phase at a distorted geometry, computed with wB97M-V/def2-TZVPD.

XYZ file:
```
45
Properties=species:S:1:pos:R:3:forces:R:3:mulliken_charge:R:1
C -1.033974 0.340859 1.219947 -0.009 0.458 -0.106 -0.095
C -0.539366 0.105889 -0.211168 0.349 -0.253 -0.012 -0.016
C -1.133663 -1.000766 1.970711 0.117 -0.101 -0.099 -1.129
C -2.247174 -1.903321 1.482667 0.059 0.068 0.076 0.167
C -2.068545 -2.767741 0.400800 -0.513 -0.313 -0.096 0.144
C -3.496398 -1.866192 2.106075 -0.011 0.071 -0.055 -0.366
C -3.109392 -3.584830 -0.049418 -0.037 0.651 0.821 -1.011
C -4.544522 -2.671292 1.665449 0.092 0.067 0.020 -0.648
C -4.355897 -3.534924 0.588097 0.745 0.306 -0.051 0.906
C 1.418253 -0.157334 -1.656666 -0.504 0.075 -0.861 0.661
C 1.342761 -1.557496 -2.286018 0.371 0.166 -0.516 0.146
C 2.886652 0.280980 -1.629561 -0.029 0.587 -0.061 -1.464
C 3.069581 1.685444 -1.083836 -0.018 -0.182 0.395 0.208
C 3.599082 1.907073 0.194254 0.156 -1.201 0.214 -0.081
C 2.666589 2.794940 -1.823290 0.008 0.035 0.183 -0.577
C 3.733665 3.184768 0.713863 -0.042 -0.323 -0.444 -0.842
C 2.790255 4.078394 -1.316194 0.250 -0.258 0.445 -0.683
C 3.330986 4.269018 -0.040077 -0.223 0.333 -0.409 1.019
H -2.949404 0.479942 0.626165 0.330 0.478 0.515 0.313
H -2.249349 1.933886 0.827994 0.063 0.249 -0.104 0.320
H -0.275988 0.953118 1.747198 -0.349 -0.149 -0.198 0.455
H -0.155284 -1.501845 1.903905 -0.284 0.015 0.078 0.452
H -1.309944 -0.740795 3.013489 0.032 -0.093 0.071 0.409
H -1.115948 -2.821061 -0.123043 -0.155 0.013 0.126 0.216
H -3.658945 -1.169739 2.936882 0.064 -0.332 -0.309 0.338
H -2.967727 -4.254238 -0.869644 0.046 -0.281 -0.394 0.477
H -5.509614 -2.618771 2.165927 0.097 -0.040 -0.084 0.268
H -6.133822 -4.193927 0.610712 -0.411 0.015 0.205 0.272
H 1.429654 0.274295 0.377130 -0.234 -0.037 0.014 0.255
H 0.826190 0.492193 -2.341407 0.408 -0.324 0.457 0.311
H 3.283165 0.224424 -2.642284 -0.134 -0.060 -0.083 0.458
H 3.463832 -0.420956 -1.042054 0.175 -0.235 0.288 0.399
H 3.928674 1.017493 0.809012 -0.330 1.116 -0.734 0.312
H 2.236597 2.655020 -2.804346 -0.006 -0.019 -0.151 0.446
H 4.186990 3.340674 1.663759 0.169 0.143 0.630 0.457
H 2.491616 4.932786 -1.901686 -0.101 0.150 -0.135 0.287
H 3.144286 6.179216 -0.139306 0.324 -0.554 0.603 0.283
H 0.975038 -2.167207 -0.537793 0.038 0.006 -0.276 0.411
N -2.326633 1.022706 1.251527 -0.099 -0.904 -0.386 -0.687
N 0.832064 -0.135375 -0.332742 -0.118 0.341 0.255 0.069
O -1.271909 0.037107 -1.173068 0.096 0.084 0.189 -0.604
O -5.336705 -4.342779 0.107859 0.199 -0.126 -0.196 -0.537
O 1.559154 -1.736348 -3.458793 -0.248 -0.036 0.848 -0.598
O 3.481091 5.516328 0.500378 -0.308 0.425 -0.628 -0.554
O 1.114033 -2.559616 -1.421405 -0.025 -0.032 -0.046 -0.568
```
Positions in Å, forces in eV/Å.

frontier orbital gap: 8.9393 eV
max |F|: 1.4 eV Å⁻¹
E_LUMO: 0.4 eV
SMILES: N[C@@H](Cc1ccc(O)cc1)C(=O)N[C@@H](Cc1ccc(O)cc1)C(=O)O
energy above the lowest of the compared OMol25 structures with the same formula, charge and spin: 0.0861 eV